Entry 1:
Entry from the Open Molecules 2025 dataset: 3 unconnected molecules or ions with the total composition C4H14O2S (ωB97M-V/def2-TZVPD).

## Properties
- gap between HOMO and LUMO (alpha / beta) (eV) = 2.121 / 8.532
- 2S+1 = 2
- charge = -1
- energy above the lowest of the compared OMol25 structures with the same formula, charge and spin (kJ/mol) = 153.2
- ⟨S²⟩ = 0.75

```
21
C4H14O2S ωB97M-V/def2-TZVPD
S 1.031 -0.545 0.251
O 0.106 -3.580 -0.597
O 0.737 2.559 1.640
C -0.700 -0.142 -0.140
C -1.091 0.461 -1.439
C 0.940 -1.186 1.841
C -0.754 1.951 -1.402
H -1.003 2.537 -0.594
H 0.266 -4.342 -1.159
H 0.766 -2.876 -0.875
H -1.097 0.450 0.779
H -1.229 -1.096 -0.018
H 1.925 -1.372 2.264
H 1.543 3.043 1.855
H 0.500 1.864 -1.602
H -2.256 0.391 -1.421
H -1.073 2.520 -2.194
H 0.574 -0.294 2.255
H 1.007 1.834 1.054
H -0.662 0.018 -2.365
H 0.469 -2.195 1.866
```

=====

Entry 2:
Entry from the Open Molecules 2025 dataset: a molecular structure, C48H44Cl2N10O4PW (ωB97M-V/def2-TZVPD).

## Properties
- gap between HOMO and LUMO (alpha / beta) (eV) = 5.150 / 6.575
- 2S+1 = 3
- charge = -1
- energy above the lowest of the compared OMol25 structures with the same formula, charge and spin (kJ/mol) = 256.8
- ⟨S²⟩ = 2.02

```
110
C48H44Cl2N10O4PW ωB97M-V/def2-TZVPD
W -0.225 -0.488 -0.417
Cl -6.521 -1.926 -2.905
Cl -4.726 -1.999 -5.540
P -0.662 -0.007 2.530
O 0.949 0.875 -1.333
O 0.375 -0.900 -4.459
O 2.659 2.279 -1.328
O -3.377 -0.588 1.666
N -0.751 -0.939 -2.391
N -2.112 -1.041 -0.347
N 0.965 -2.320 -1.253
N -2.646 1.670 -1.002
N -0.466 2.282 -3.153
N 0.795 -0.786 1.236
N -1.284 0.480 1.081
N 3.970 1.684 -3.718
N 3.429 -0.355 -4.705
N 3.742 -0.210 -2.430
C 1.075 1.211 4.401
C -0.808 -1.864 4.619
C 2.279 -1.669 2.995
C -2.681 -0.071 0.734
C -2.069 -1.231 -2.675
C -1.233 -4.059 3.005
C 2.002 -1.326 1.661
C -2.911 2.978 4.324
C 2.283 2.837 2.519
C 1.296 1.943 2.131
C 0.684 1.120 3.070
C -0.857 -1.691 3.238
C -2.644 -1.490 -3.911
C 2.682 2.908 3.847
C -3.222 2.648 -1.691
C -3.351 1.079 -0.045
C 3.528 2.463 -4.873
C 1.611 3.592 -3.651
C -1.172 -4.224 4.382
C -4.015 -1.712 -3.974
C -2.845 -1.277 -1.507
C -4.518 3.084 -1.452
C -4.212 -1.471 -1.585
C -5.243 2.469 -0.440
C 2.027 2.689 -4.822
C -4.649 1.447 0.279
C -1.066 -2.806 2.436
C -2.979 0.215 4.329
C 0.278 -1.295 -3.279
C -0.951 -3.120 5.191
C -1.964 2.246 3.622
C 3.512 -2.175 3.377
C -3.919 0.936 5.050
C 2.076 2.090 4.789
C 1.518 1.958 -1.690
C 0.722 2.903 -2.604
C 2.005 -3.122 -3.308
C -3.887 2.323 5.061
C 1.483 -3.378 -0.630
C 2.292 -4.313 -1.241
C 2.579 -4.157 -2.623
C 3.084 -1.450 0.773
C -1.956 0.849 3.627
C 4.543 -2.337 2.463
C 1.160 -2.209 -2.627
C 4.316 -1.951 1.148
C 3.682 0.383 -3.621
C -4.797 -1.684 -2.829
H 0.401 3.692 -1.910
H 3.839 1.965 -5.793
H 5.501 -2.738 2.769
H 2.680 -5.143 -0.670
H 3.665 -2.441 4.417
H 2.481 4.021 -3.147
H -0.651 -1.011 5.266
H 5.104 -2.037 0.408
H -1.304 -5.206 4.821
H 1.514 1.724 -4.754
H -0.327 1.329 -3.477
H -4.944 3.878 -2.052
H -3.088 -0.858 4.269
H -0.903 -3.229 6.267
H -6.257 2.783 -0.220
H 2.745 3.468 1.770
H 1.715 3.127 -5.773
H 0.585 0.606 5.154
H 3.593 0.380 -1.615
H -0.833 2.824 -3.925
H 3.850 2.167 -2.827
H 3.191 -4.887 -3.139
H 1.040 4.437 -4.042
H -4.625 2.887 5.620
H -2.888 4.061 4.286
H -1.226 2.784 3.039
H 2.908 -1.150 -0.246
H 3.345 -1.139 -2.368
H -4.701 0.407 5.582
H 1.526 -1.552 3.755
H 2.375 2.139 5.829
H 1.250 -3.461 0.425
H -5.140 0.915 1.082
H 4.070 3.408 -4.847
H 2.074 -3.043 -4.388
H -2.050 -1.475 -4.814
H 3.134 0.114 -5.543
H 3.460 3.600 4.146
H -4.811 -1.468 -0.685
H -2.613 3.088 -2.474
H 2.980 -1.247 -4.541
H 0.991 1.893 1.096
H -1.414 -4.911 2.361
H -1.124 -2.705 1.362
```